(1)
ORCA calculation (the ωB97M-V functional and the def2-TZVPD basis) on a cluster of 10 separate species, C52H122F3N7O4 in total in a non-equilibrium geometry.

The HOMO energy is -8.0781 eV. For the lowest unoccupied orbital energy, the calculation gives 0.0173 Eh. The SMILES is CCOC(=O)C(F)(F)F.CCN(CC)CC.CCN(CC)CC.CCN(CC)CC.CCN(CC)CC.CCN(CC)CC.CCN(CC)CC.CCN(CC)CC.CC(C)=O.CC(C)=O. As for the electronic energy: -3037.99662 a.u.

Structure (XYZ):
```
188
Properties=species:S:1:pos:R:3:lowdin_charge:R:1
C -0.162 0.687 -2.118 -0.09
H 5.907 -4.232 -4.770 0.07
H 10.859 -1.866 -5.315 0.08
H 0.498 -0.141 -1.862 0.08
C 0.754 -6.005 3.352 -0.09
C 8.811 -0.037 8.970 -0.24
H 8.939 -3.103 -6.973 0.11
H -6.618 1.576 5.333 0.06
C 6.576 -4.180 -3.911 -0.09
H -8.056 5.021 -8.550 0.11
C 0.465 2.079 -2.148 -0.24
H -5.058 1.517 4.713 0.07
C 0.982 2.219 0.236 -0.28
C -2.423 -4.783 -8.521 -0.03
H 8.503 -2.044 9.934 0.07
H -4.728 -4.567 -10.117 0.07
C -9.173 2.980 -9.421 -0.27
C -6.205 -9.386 0.235 -0.09
H 7.922 -1.865 -4.483 0.10
H 6.294 1.912 9.355 0.10
H 2.537 5.604 9.697 0.09
H 1.837 -3.299 6.508 0.11
F 8.172 8.718 -4.607 0.21
H -1.708 -4.063 -8.122 0.09
C 8.022 -4.488 -4.127 -0.27
H -0.232 2.894 -1.954 0.11
H 6.303 -4.926 -3.165 0.08
C -6.153 4.511 2.439 -0.29
H -6.927 3.678 5.012 0.10
H -1.058 0.717 -1.497 0.06
C 2.844 6.297 8.914 -0.03
H -6.234 -4.616 -0.241 0.07
H 9.393 0.869 9.136 0.10
H 0.696 3.258 0.403 0.11
C 1.835 1.750 1.384 -0.09
H 3.623 2.182 -2.942 0.08
C 6.749 0.993 9.725 -0.26
O 5.924 10.177 -6.724 0.13
N 0.956 -5.060 5.789 -0.18
C 2.570 3.142 -1.289 -0.25
H 1.569 -6.702 3.157 0.06
H -5.222 -7.010 1.238 0.10
H 2.589 3.639 -3.343 0.06
C 2.191 5.949 7.602 -0.50
H 0.027 1.693 0.233 0.11
H 0.168 -4.082 4.154 0.08
H 8.160 -5.084 -8.205 0.07
H 9.326 -0.576 8.174 0.11
C 0.999 -4.776 4.279 -0.21
H 4.906 0.206 9.386 0.07
H -6.189 4.778 -11.063 0.07
H -6.484 4.265 1.430 0.11
C 2.082 -5.947 6.054 -0.29
C -0.181 -3.053 6.435 -0.10
H 7.602 0.439 6.560 0.10
H -4.145 4.611 1.774 0.08
C 3.253 3.158 -2.625 -0.10
H 6.908 -5.334 -6.998 0.07
C -9.592 1.589 -9.923 -0.08
H -5.379 -6.026 -0.914 0.06
H 3.061 9.284 -5.582 0.08
H 1.978 -6.056 8.201 0.06
C 1.854 -6.709 7.337 -0.10
H -8.738 1.501 2.285 0.06
H -5.365 -5.840 -9.184 0.09
H 4.481 11.314 -4.637 0.12
H -8.435 -8.483 1.687 0.11
H 8.000 3.098 7.983 0.06
H -6.146 -5.848 1.970 0.11
H -7.838 5.009 -11.262 0.06
F 7.374 7.380 -6.101 0.21
N 1.510 2.130 -1.112 -0.22
H -10.074 1.702 -10.894 0.06
O -4.018 -4.848 -6.902 0.08
C -7.405 2.398 -7.956 -0.26
H -5.285 -9.130 0.759 0.06
H 3.008 -5.378 6.129 0.11
H 0.268 6.348 8.344 0.07
H -6.796 -10.021 0.895 0.06
C -7.823 -7.605 1.895 -0.26
C 8.271 2.397 7.193 -0.09
N -7.265 -7.089 0.640 -0.18
H 2.376 7.230 9.230 0.08
H 8.051 -0.716 11.026 0.05
N 8.769 -3.686 -5.149 -0.17
H -6.390 4.746 -8.642 0.10
C -5.508 -5.401 -0.030 -0.07
H 4.527 10.601 -3.145 0.12
C -4.876 5.296 2.205 -0.09
H -6.335 1.230 3.105 0.09
H 0.863 2.444 -3.094 0.10
H -8.736 0.929 -10.066 0.07
N 7.475 0.324 8.591 -0.20
C 9.892 -1.393 -5.142 -0.09
H -5.850 -4.232 -8.846 0.08
C -3.843 -4.793 -8.075 -0.52
H 2.443 -7.617 7.467 0.07
H 8.087 3.027 6.323 0.06
C -8.768 -6.499 2.337 -0.10
H -4.472 5.762 3.104 0.06
C 5.619 0.081 10.200 -0.10
H 6.523 -3.198 -3.441 0.07
F 8.386 9.077 -6.660 0.17
C -5.938 2.374 -7.636 -0.11
C 7.935 -5.000 -7.142 -0.08
H -1.957 -5.712 -8.192 0.09
H -7.839 3.006 -7.162 0.11
H 9.488 -1.008 -6.079 0.07
C -6.966 -8.159 -0.302 -0.25
H 0.836 -7.089 7.412 0.08
C -7.317 4.506 -9.163 -0.26
H -0.147 -2.251 7.173 0.07
C -8.192 2.309 2.771 -0.08
H 7.165 -3.186 -6.438 0.11
H -0.088 -2.643 5.429 0.06
H 5.879 -0.956 10.414 0.07
H 2.123 4.091 -0.995 0.12
O 5.617 9.503 -4.443 -0.03
C 7.323 1.134 7.352 -0.22
H 9.338 2.182 7.141 0.06
H -9.716 3.275 -8.524 0.11
H -8.348 -5.494 2.397 0.07
H 9.734 -1.065 10.681 0.06
H 4.133 3.799 -2.666 0.07
C 0.710 5.773 7.530 -0.03
H 8.944 -2.314 -3.438 0.11
H -7.040 -7.830 2.619 0.12
C 8.149 -3.654 -6.463 -0.27
C 8.896 -2.351 -4.526 -0.29
H -4.569 -5.002 0.354 0.07
C 4.470 10.317 -4.196 -0.23
H -6.972 5.128 2.809 0.12
C -6.634 2.149 2.603 -0.23
H -10.380 1.166 -9.300 0.07
N -7.716 3.102 -9.244 -0.18
H 0.260 6.075 6.584 0.09
H -8.568 2.460 3.782 0.06
H 2.255 0.755 1.238 0.07
H -8.550 3.130 2.149 0.06
H -0.061 -6.598 3.766 0.07
C 1.007 -3.963 6.750 -0.27
H 5.061 0.408 11.078 0.07
H -0.549 0.321 -3.069 0.06
H 0.472 4.738 7.774 0.09
C -7.047 5.191 -10.534 -0.08
H -5.831 1.616 -6.860 0.07
H 8.154 -5.532 -4.410 0.10
H 3.032 8.685 -3.888 0.08
H 0.431 -5.669 2.366 0.07
N -5.873 3.271 3.154 -0.19
H 0.979 -4.270 7.795 0.11
H 10.062 -0.581 -4.436 0.07
H -6.893 6.269 -10.576 0.07
C -5.946 3.461 4.590 -0.26
H -5.320 2.043 -8.471 0.08
H 8.575 -4.444 -3.189 0.11
H -5.259 2.177 6.351 0.07
H -9.663 -6.419 1.720 0.08
C 3.180 9.552 -4.532 -0.06
H -1.073 -3.659 6.598 0.08
H 3.226 2.694 -0.542 0.10
H 1.304 1.701 2.335 0.07
H 6.311 1.519 7.231 0.11
O 2.894 5.766 6.615 0.05
H 8.564 -5.706 -6.600 0.07
C 8.739 -1.024 10.239 -0.06
H -5.840 -10.025 -0.569 0.07
C -6.073 -6.367 1.014 -0.31
H -5.471 3.306 -7.319 0.06
H -6.504 -7.757 -1.204 0.10
H 1.871 -4.197 3.975 0.11
H -7.875 -8.610 -0.701 0.11
C -4.970 -4.828 -9.086 -0.02
H -9.032 -6.698 3.375 0.07
H 2.375 10.247 -4.290 0.07
H -7.859 1.418 -7.809 0.12
H -6.396 2.009 1.548 0.11
H 2.765 2.305 1.513 0.06
H 7.373 1.201 10.594 0.10
H 2.196 -6.662 5.238 0.10
H -5.244 4.237 4.896 0.11
H 3.911 6.446 8.748 0.09
H -9.448 3.796 -10.089 0.10
H -2.313 -4.801 -9.605 0.07
C -5.686 2.142 5.349 -0.09
H -5.069 6.061 1.452 0.07
C 6.273 9.471 -5.751 -0.20
C 7.550 8.620 -5.744 -0.65
```

=====

(2)
ORCA calculation (the ωB97M-V functional and the def2-TZVPD basis) on a cluster of 12 separate species, C52H124Cl12N8O16 in total in a non-equilibrium geometry.

The HOMO energy is -8.1121 eV. For the lowest unoccupied orbital energy, the calculation gives 0.0116 Eh. The SMILES is COCCNCCOC.COCCNCCOC.COCCNCCOC.COCCNCCOC.COCCNCCOC.COCCNCCOC.COCCNCCOC.COCCNCCOC.ClC(Cl)Cl.ClC(Cl)Cl.ClC(Cl)Cl.ClC(Cl)Cl. As for the electronic energy: -9219.13864 a.u.

Structure (XYZ):
```
212
Properties=species:S:1:pos:R:3:lowdin_charge:R:1
H -5.078 3.169 -3.049 0.11
H 7.239 1.250 -8.844 0.09
O -3.635 -10.031 -0.654 -0.21
C -1.951 -1.076 8.219 -1.38
O 1.725 0.697 -5.616 -0.25
C 4.672 -7.020 -7.644 -0.09
H -3.376 -6.709 -4.336 0.09
H -6.511 -2.297 5.889 0.10
H 4.008 2.541 9.833 0.12
Cl -6.272 -2.543 -4.277 0.54
Cl -3.622 -1.160 -8.851 0.49
H 1.107 2.754 -5.488 0.09
H 2.309 -2.244 -3.736 0.11
C -1.777 -9.633 -2.310 -0.16
C 0.327 0.212 0.777 -0.16
H -4.417 -3.969 -3.739 -0.01
H 1.600 2.603 9.673 0.12
H -3.869 1.392 -1.802 0.10
H 5.320 6.702 8.133 0.12
H 0.107 4.407 6.774 0.08
H -4.870 4.855 5.912 0.02
H 6.346 2.504 8.709 0.12
C 3.232 6.886 7.695 -0.20
C 4.174 0.332 -9.807 -0.18
O -2.937 -5.550 -2.719 -0.24
C 6.486 0.618 -9.314 -0.14
C 3.828 4.754 4.655 -0.14
H 5.388 -7.028 -8.466 0.08
H -2.198 -10.092 -3.204 0.09
H 2.717 7.685 7.161 0.11
H -2.488 -3.067 3.768 0.10
C 5.400 9.207 9.383 -0.11
H -5.557 -0.328 -7.761 0.00
H -2.816 2.531 -0.965 0.10
Cl -5.062 2.672 5.144 0.52
Cl -2.680 4.378 5.303 0.53
C 1.649 0.194 -8.012 -0.17
N 3.682 -3.413 -4.669 -0.05
H 3.433 -3.757 -6.839 0.11
Cl -1.035 -1.519 9.730 0.49
C -3.846 1.054 0.253 -0.21
H 5.846 -5.205 -6.200 0.11
H 6.569 4.448 6.458 0.11
H 6.206 4.287 8.792 0.11
H -2.018 6.061 -5.131 0.08
H -4.755 -11.526 -1.527 0.09
N -2.117 -8.133 -2.309 -0.05
O -7.095 -2.377 0.795 -0.25
C -2.179 1.118 -4.291 -0.17
H -7.861 -0.413 1.060 0.11
H 4.932 -7.424 -6.666 0.08
H -0.395 3.206 8.010 0.09
N 2.917 -0.435 -7.729 -0.09
H -5.412 -9.834 -1.706 0.09
H 6.317 9.044 8.817 0.08
H 3.392 1.029 -10.108 0.11
H 2.605 2.385 -4.866 0.08
C -4.243 3.975 6.054 -1.48
H -6.036 -0.640 2.668 0.12
H -3.084 -7.844 -2.268 0.10
H 4.068 6.920 5.158 0.12
H 4.516 -0.737 -5.102 0.12
H -2.785 2.024 -4.273 0.07
C 3.019 -2.149 -4.558 -0.23
C 4.758 -5.196 -6.142 -0.21
H -7.085 -0.683 5.269 0.11
H -4.001 1.711 1.108 0.11
H -0.503 0.419 4.443 0.03
H 5.023 10.206 9.164 0.08
H 4.206 3.881 7.280 0.06
O 1.422 3.875 8.098 -0.24
C -4.822 -1.306 5.300 -0.20
H 0.489 1.282 0.906 0.12
H -1.782 -3.807 -2.891 0.07
H 0.057 -0.156 -3.821 0.10
H -0.003 0.766 -6.532 0.09
H -2.622 7.132 -3.913 0.08
H 4.984 8.096 7.166 0.12
C 4.563 7.464 7.949 -0.25
O 2.951 3.594 5.035 -0.24
H -1.084 -5.110 -1.819 0.08
C 1.961 2.111 -5.701 -0.08
H -2.531 -1.294 3.786 0.07
N -4.851 3.127 -1.027 -0.06
O -3.287 5.223 -3.864 -0.22
H 2.542 5.044 7.007 0.07
C -4.635 0.140 -8.109 -1.57
O -4.959 0.221 0.186 -0.21
C 2.147 2.911 8.781 -0.20
C 3.386 2.284 4.713 -0.11
H 4.592 0.050 -10.773 0.11
H -2.197 -1.980 7.662 0.00
C -0.755 1.272 3.812 -0.09
C -4.527 -10.466 -1.641 -0.13
H -7.221 -3.746 -0.680 0.09
O 4.692 -1.322 -2.977 -0.17
C -4.637 -1.138 -0.269 -0.04
C -3.555 4.850 -2.505 -0.17
Cl -3.868 1.038 -6.838 0.61
N 4.517 3.202 7.960 -0.07
H 4.844 4.448 4.901 0.09
H 5.689 9.204 10.434 0.08
C -2.220 -10.155 -0.901 -0.18
H -1.307 1.976 4.434 0.04
H -4.150 -10.338 -2.656 0.06
C -1.547 -7.415 -3.466 -0.23
H 3.329 -0.204 -3.994 0.10
C 8.915 3.608 5.936 -0.08
H -5.596 4.617 -2.410 0.10
H 8.947 4.651 5.622 0.08
H -0.121 -0.761 2.762 0.11
H 4.417 -1.479 -8.551 0.10
C -3.822 2.113 -0.986 -0.19
O 4.152 -5.696 -7.366 -0.23
H -2.293 -2.199 5.279 0.06
C -1.981 -4.596 -2.165 -0.07
N -0.343 -0.010 -0.513 -0.08
O -4.225 -2.359 4.564 -0.19
H -1.472 -0.785 1.717 0.10
Cl -5.384 1.206 -9.268 0.55
H -4.748 -1.625 6.339 0.08
C 0.393 0.123 -1.765 -0.20
C 6.748 3.465 6.892 -0.28
C 0.364 3.473 7.274 -0.11
H -1.791 -9.480 -0.161 0.12
H 1.115 -0.387 -8.763 0.13
O 8.085 3.244 7.077 -0.18
H -1.492 1.247 -5.128 0.05
N 3.272 5.716 6.818 -0.06
H 4.437 2.275 5.001 0.07
H 2.203 2.013 8.167 0.11
H 5.245 0.641 -2.667 0.08
H 0.137 1.881 3.669 0.08
N -6.878 -2.028 3.846 -0.07
H 6.440 2.658 6.227 0.11
H -0.497 -7.173 -3.301 0.12
H -1.622 -8.125 -4.289 0.11
C 5.669 -0.352 -2.815 -0.15
C -2.472 -6.303 -3.881 -0.22
O -1.470 1.048 -3.073 -0.21
C -2.225 6.128 -4.063 -0.12
H 6.431 -0.272 -3.591 0.09
H 1.201 -0.608 -1.799 0.11
H 2.556 -1.758 -5.464 0.09
H -6.092 -2.612 3.598 0.09
H 8.758 2.859 5.160 0.09
C -4.803 3.882 -2.272 -0.20
H -4.280 -1.743 0.564 0.09
H -2.728 4.214 -2.187 0.10
Cl -5.129 -4.920 -5.822 0.52
C -2.823 -2.194 4.327 -0.07
H 2.414 6.260 5.025 0.11
H -2.768 0.203 -4.348 0.04
C -0.612 -0.173 1.987 -0.22
H 3.813 -7.579 -8.016 0.08
H 2.690 1.577 5.164 0.08
H -1.994 -5.661 -4.621 0.12
H 4.411 -3.605 -3.997 0.10
H 3.783 4.271 9.533 0.11
H 1.918 1.237 -8.180 0.10
Cl -0.978 0.020 7.150 0.51
H 9.963 3.507 6.221 0.08
C 0.879 0.131 -6.623 -0.17
H -1.321 5.865 -3.514 0.09
C -4.885 -3.564 -4.636 -1.49
H 2.600 2.414 -6.530 0.08
H -7.994 -2.097 -1.002 0.07
H -5.769 2.755 -0.828 0.11
H 0.725 2.874 6.438 0.08
H 3.553 0.227 -7.308 0.10
C -0.587 -0.105 -2.943 -0.16
C 3.643 3.275 9.114 -0.18
H -4.640 -0.247 5.120 0.08
H -3.888 -1.006 -1.051 0.08
H 3.431 2.026 3.655 0.07
H 0.555 -0.852 -6.281 0.12
H -1.138 0.605 -0.612 0.08
H -7.529 -0.128 3.235 0.11
C 3.983 -1.050 -4.203 -0.23
H 0.770 1.146 -1.797 0.12
C -7.039 -1.024 2.855 -0.22
H 1.189 -0.446 0.889 0.11
H -3.801 5.774 -1.982 0.12
H -2.400 -4.182 -1.248 0.08
O 5.190 1.030 -9.144 -0.19
H 2.646 6.777 8.607 0.13
H -2.045 -11.189 -0.606 0.11
Cl -3.921 3.459 7.731 0.50
H 6.058 -0.542 -1.815 0.09
C -7.835 -1.377 1.568 -0.16
O -1.388 0.932 2.500 -0.20
H 2.958 -1.596 -9.510 0.11
C 4.210 -3.719 -6.076 -0.14
H 5.048 -3.063 -6.314 0.10
Cl -3.701 -2.448 -5.285 0.51
H 6.680 0.691 -10.384 0.08
C -7.837 -2.925 -0.311 -0.09
H 4.527 -5.882 -5.326 0.11
H -8.873 -1.698 1.659 0.11
H -2.898 0.531 0.381 0.08
O 4.435 8.208 9.138 -0.19
H -5.576 -1.495 -0.691 0.07
H 6.744 -0.417 -9.088 0.09
C 3.571 -0.906 -8.930 -0.16
C 3.422 6.074 5.393 -0.15
Cl -3.504 -0.164 8.613 0.46
C 5.946 3.395 8.223 -0.18
H 3.856 4.809 3.567 0.11
C -6.406 -1.523 5.129 -0.18
H -0.716 -9.844 -2.442 0.11
H -8.858 -3.063 0.044 0.08
H -1.062 -1.050 -2.679 0.11
```